*A*
Density functional theory data (the ωB97M-V functional and the def2-TZVPD basis) for one molecule with the formula C2H3NO2S2.

Calculated values
* total charge: 0
* HOMO-LUMO gap: 8.87 eV
* HOMO level: -9.4647 eV

Cartesian coordinates (Å):
C 0.51 -0.03 0.84
C -0.21 0.30 -0.23
N -0.04 1.72 -0.55
O -0.08 2.43 0.45
O 0.09 1.94 -1.70
S 1.06 -2.16 1.25
S -1.10 -0.49 -1.45
H 1.10 0.74 1.24
H -0.14 -2.64 1.17
H -1.18 -1.82 -1.03

*B*
Density functional theory data (the ωB97M-V functional and the def2-TZVPD basis) for one molecule with the formula C2H3NO2S2.

Calculated values
* total charge: 0
* HOMO-LUMO gap: 7.99 eV
* HOMO level: -9.4055 eV

Cartesian coordinates (Å):
C -0.03 -1.59 -1.17
C -0.54 1.41 1.27
N 0.29 0.55 1.67
O 0.57 0.97 -1.37
O 0.97 -0.29 0.88
S 0.54 -3.05 -1.51
S 1.18 -0.23 -0.84
H -1.02 1.96 2.06
H -0.87 1.59 0.25
H -1.09 -1.33 -1.23

*C*
Density functional theory data (the ωB97M-V functional and the def2-TZVPD basis) for a 2-piece molecular cluster, C2H3NO2S2 overall.

Calculated values
* total charge: 0
* HOMO-LUMO gap: 7.95 eV
* HOMO level: -9.4487 eV

Cartesian coordinates (Å):
C -0.07 -0.26 0.94
C 0.53 -1.38 0.63
N 1.00 -2.46 0.21
O -2.03 1.17 -1.03
O -0.01 2.07 -2.10
S 0.81 1.25 1.35
S -1.04 1.05 -2.09
H -1.25 -0.36 0.95
H 0.80 1.95 0.06
H 1.25 -3.02 1.08

Relative to the most stable structure, the computed energies are *A* 78.2; *B* 48.3; *C* 0.0, all in kcal/mol.

*A*
Density functional theory data (the ωB97M-V functional and the def2-TZVPD basis) for one molecule with the formula C2H4P2.

Calculated values
* total charge: 0
* HOMO-LUMO gap: 7.94 eV
* HOMO level: -7.8874 eV
* structure (SMILES): C1P2#P1C2

Cartesian coordinates (Å):
C 0.00 1.43 -0.12
P 0.99 0.02 0.41
P -1.07 0.01 0.40
C -0.09 -1.53 -0.09
H -0.01 2.08 0.67
H -0.06 2.07 -1.04
H 0.22 -1.98 -0.96
H 0.02 -2.10 0.72

*B*
Density functional theory data (the ωB97M-V functional and the def2-TZVPD basis) for one molecule with the formula C2H4P2.

Calculated values
* total charge: 0
* HOMO-LUMO gap: 8.95 eV
* HOMO level: -8.9378 eV
* structure (SMILES): P[C@H]1C=P1

Cartesian coordinates (Å):
P -1.13 -0.98 0.39
C 0.29 -0.05 -0.33
C 1.08 0.91 0.54
P 2.09 -0.36 0.33
H -1.29 -1.53 -0.86
H -2.13 -0.03 0.30
H 0.14 0.09 -1.42
H 0.95 1.94 1.06

*C*
Density functional theory data (the ωB97M-V functional and the def2-TZVPD basis) for one molecule with the formula C2H4P2.

Calculated values
* total charge: 0
* HOMO-LUMO gap: 8.48 eV
* HOMO level: -9.0281 eV
* structure (SMILES): C=P#P=C

Cartesian coordinates (Å):
C 2.10 0.45 0.18
P 0.88 -0.58 -0.38
P -0.89 0.70 -0.24
C -2.02 -0.57 0.09
H 3.16 0.02 0.33
H 1.88 1.38 0.49
H -2.87 -0.14 0.46
H -1.93 -1.64 0.35

Relative to the most stable structure, the computed energies are *A* 10.9; *B* 8.6; *C* 0.0, all in kcal/mol.